C4H6S | ωB97M-V/def2-TZVPD

Output
E_HOMO (alpha / beta)   -7.983 / -8.207 eV
Energy above the lowest of the compared OMol25 structures with the same formula, charge and spin   131.0 kcal per mole
M   86.2 g mol⁻¹
LUMO (alpha / beta)   -0.70 / -0.44 eV
Largest force on an atom   2.80 eV/A
E   -553.96347 a.u.

Structure (XYZ):
```
11
Properties=species:S:1:pos:R:3:lowdin_charge:R:1
C 0.2546 -1.1754 -2.1138 -0.474
C -0.6527 0.7763 0.3404 -0.228
C 0.2984 0.1124 1.3584 -0.166
C 0.7800 0.8257 0.2140 -0.078
S -1.2392 -1.4800 -1.7625 0.690
H 1.0459 -1.8461 -2.1967 -0.059
H -1.3162 0.1342 -0.3366 -0.024
H -1.2928 1.6520 0.6864 0.114
H 0.4896 0.3872 2.3599 0.082
H 0.1771 -0.9689 1.2294 0.091
H 1.4552 1.5827 0.2210 0.052
```

***

C6H12N4 | ωB97M-V/def2-TZVPD

Output
SMILES string   C#C/[NH+]=C(\[NH+]=C\N)N(C)C
E_HOMO (alpha / beta)   -16.673 / -16.673 eV
Energy above the lowest of the compared OMol25 structures with the same formula, charge and spin   75.5 kcal per mole
Net charge   +2
M   140.2 g mol⁻¹
LUMO (alpha / beta)   -8.78 / -8.78 eV
Largest force on an atom   7.28 eV/A
E   -454.07066 a.u.

Structure (XYZ):
```
22
Properties=species:S:1:pos:R:3:lowdin_charge:R:1
C -2.9782 -2.2389 0.3269 0.205
C -1.7738 -2.1604 0.1103 -0.161
N -0.5061 -1.7700 -0.0848 0.111
C 0.1387 -0.4290 -0.1843 -0.065
N -0.8731 0.5762 0.1270 0.168
C -1.1502 1.7495 -0.4351 -0.143
N -2.0961 2.4421 -0.0983 0.277
N 1.4174 -0.3059 -0.0286 -0.125
C 1.9357 0.9885 0.3326 0.027
C 2.3610 -1.2572 -0.3123 -0.022
H -3.8787 -2.2952 0.8575 0.051
H 0.0104 -2.6208 -0.2426 0.147
H -1.6101 0.2600 0.6984 0.142
H -0.3940 2.1560 -1.1969 0.217
H -2.1189 3.2914 -0.6710 0.189
H -2.7802 2.2546 0.6325 0.192
H 1.1283 1.3426 1.0256 0.125
H 2.9264 0.9923 0.7229 0.116
H 2.0525 1.6923 -0.4827 0.115
H 3.2240 -0.8675 -1.0503 0.191
H 2.9406 -1.5444 0.5687 0.133
H 2.0245 -2.2562 -0.6156 0.111
```

***

C5H8O | ωB97M-V/def2-TZVPD

Output
SMILES string   C1OC[C@H]2C[C@@H]12
E_HOMO   -9.501 eV
Energy above the lowest of the compared OMol25 structures with the same formula, charge and spin   38.1 kcal per mole
M   84.1 g mol⁻¹
LUMO   1.15 eV
Largest force on an atom   0.67 eV/A
E   -270.49714 a.u.

Structure (XYZ):
```
14
Properties=species:S:1:pos:R:3:lowdin_charge:R:1
C -0.7152 0.9654 0.7519 -0.174
O -1.5686 0.1732 -0.0750 -0.129
C -0.9458 -1.0445 -0.4653 -0.171
C 0.5394 -0.8772 -0.2219 -0.206
C 1.1327 0.4255 -0.6592 -0.088
C 0.6347 0.2716 0.7407 -0.207
H -0.6210 1.9376 0.2404 0.119
H -1.1323 1.1592 1.7431 0.115
H -1.1934 -1.2299 -1.5170 0.124
H -1.3346 -1.8781 0.1400 0.122
H 1.1806 -1.7545 -0.1909 0.138
H 0.4936 1.0239 -1.3062 0.115
H 2.1921 0.6000 -0.7511 0.102
H 1.3376 0.2279 1.5705 0.140
```

***

C3HLaLiO4 | ωB97M-V/def2-TZVPD

Output
E_HOMO (alpha / beta)   -13.654 / -13.657 eV
Expectation value of S²   0.7506
Spin multiplicity   2
Net charge   +2
M   246.9 g mol⁻¹
LUMO (alpha / beta)   -9.46 / -9.14 eV
Largest force on an atom   4.12 eV/A
E   -454.34559 a.u.

Structure (XYZ):
```
10
Properties=species:S:1:pos:R:3:lowdin_charge:R:1
O -1.7920 1.4475 -0.0565 -0.137
C -0.7464 0.8111 -0.1375 -0.563
O -0.5038 -0.3411 0.4131 0.160
La -4.3774 1.8071 0.8329 1.930
O 0.3260 1.2023 -0.9033 0.094
C 1.2762 0.1717 -0.8697 0.013
C 0.8737 -0.7919 -0.0238 -0.404
O 1.2798 -1.8928 0.4032 -0.130
Li 1.5102 -3.1432 1.6146 0.869
H 2.1536 0.7292 -1.2729 0.168
```